Below is an isolated ion of composition C12H16NS and charge +1, with properties calculated with ωB97M-V/def2-TZVPD.

```
30
Properties=species:S:1:pos:R:3:forces:R:3:mulliken_charge:R:1
C 1.4071 0.5525 0.1292 0.37 2.03 1.10 0.807
C 2.7486 0.9466 0.3227 -0.99 -2.82 -1.61 -0.873
C -0.8217 -2.4031 0.1306 0.17 0.74 3.24 -1.023
H -0.4486 2.0848 1.8537 1.12 0.85 0.04 0.329
C 0.1535 2.6192 1.0636 -0.48 -1.60 2.44 -1.024
C 1.9992 -1.7237 -0.1235 -0.66 -2.70 -1.26 -0.069
H -0.3451 -2.8621 -0.6464 1.22 -2.00 -1.63 0.506
C 0.1656 2.1346 -1.3846 1.72 -1.99 -0.69 -1.415
H 1.1889 2.7943 1.3681 -0.32 0.44 0.66 0.246
H -3.1285 -1.6787 -1.0335 -0.40 0.48 0.27 0.350
H -0.6139 2.7992 -1.2896 -2.04 1.43 -0.57 0.501
H 1.5392 -2.6991 -0.4065 1.37 0.30 0.64 0.237
H -3.7488 -1.7927 0.6828 -0.15 1.18 -1.51 0.322
H 3.0702 1.9696 0.3765 -0.01 0.19 0.27 0.433
C 3.3646 -1.4345 -0.0982 -1.22 0.56 0.69 -1.093
N -0.3288 -1.0076 0.0370 -2.28 -1.68 0.10 0.055
C -1.0962 0.0095 0.0924 1.48 3.94 0.21 0.282
C 0.3168 1.5761 0.0519 -1.75 -2.75 -3.30 1.022
S -2.7171 0.3944 0.1701 -0.11 -0.42 -0.35 0.054
H 1.0561 2.7337 -1.6249 -0.01 -0.07 0.34 0.395
H -1.8666 -2.4819 -0.0449 -0.42 0.22 0.10 0.211
H 4.1091 -2.2179 -0.0885 0.00 0.12 -0.35 0.425
C 3.6746 -0.1090 0.1345 2.10 1.47 1.03 -0.355
H 4.7465 0.1747 0.2813 -0.95 -0.40 -0.33 0.326
H 0.0810 1.4285 -2.2871 -0.16 0.70 1.70 0.302
C 1.0351 -0.7807 -0.0154 2.04 2.19 0.45 -0.035
H -4.6560 -0.8594 -0.6742 0.72 0.12 0.64 0.393
H -0.3966 3.5294 0.9043 0.01 0.24 -0.94 0.389
H -0.5981 -2.8283 1.1905 -0.07 0.63 -2.03 0.260
C -3.6603 -1.1155 -0.2474 -0.32 -1.40 0.67 -0.958
```
Positions in Å, forces in eV/Å.

Computed properties:
Highest occupied orbital energy   -12.5 eV
Net charge   +1
2S+1   1
Relative energy (zero: lowest compared OMol25 entry of this formula, charge and spin)   84.7 kcal/mol
Kohn-Sham gap   9.028 eV

Below is CuF3Zn as an isolated structure, with properties calculated with ωB97M-V/def2-TZVPD.

```
5
Properties=species:S:1:pos:R:3:forces:R:3:mulliken_charge:R:1
F -0.6578 1.0634 1.5454 -0.12 0.04 0.09 0.125
F -0.5345 -0.3690 -1.0195 0.33 0.14 1.31 -0.435
Cu 0.1219 0.9901 -2.5332 -0.29 -0.64 0.48 1.031
F 1.5034 -0.7132 1.1084 0.19 -0.10 0.11 0.020
Zn -0.4330 -0.9713 0.8989 -0.10 0.56 -1.98 1.259
```
Positions in Å, forces in eV/Å.

Computed properties:
Highest occupied orbital energy (spin up / spin down)   -21.8 / -20.0 eV
Net charge   +2
2S+1   3
Kohn-Sham gap (spin up / spin down)   9.597 / 3.556 eV

Below is a 2-piece molecular cluster, C3H8ClOPS overall, with properties calculated with ωB97M-V/def2-TZVPD.

```
15
Properties=species:S:1:pos:R:3:forces:R:3:mulliken_charge:R:1
C 2.4386 0.6025 -0.3303 1.22 -0.51 -1.12 -1.117
S -0.8930 -1.3383 -0.4195 0.62 -1.48 -0.21 -0.095
P -0.3433 0.6344 -0.2440 -0.79 1.64 -1.93 0.412
Cl -4.7490 -1.2840 -0.7120 -0.03 -0.01 0.00 -0.029
C 1.2170 1.2185 -1.0285 0.92 -0.37 -0.30 -0.299
H 3.3332 1.0557 -0.7784 -0.08 0.80 0.70 0.327
H -1.3598 -0.8753 1.8716 -1.37 -0.73 -1.08 0.276
H 2.7464 -0.4217 -0.6302 -1.22 0.02 0.53 0.318
C -1.9272 -1.4786 1.0721 0.24 0.53 1.11 -0.496
H -2.9159 -0.9888 0.7580 1.13 -0.86 1.08 -0.007
O -0.4688 1.2417 1.0856 0.11 0.11 1.65 -0.567
H 2.3714 0.7305 0.7546 0.30 -0.12 -0.30 0.340
H 1.2256 2.2811 -0.6961 -0.41 -0.56 -0.44 0.248
H 1.3177 1.1843 -2.1569 -0.53 -0.15 1.36 0.370
H -1.9929 -2.5621 1.4539 -0.09 1.69 -1.04 0.321
```
Positions in Å, forces in eV/Å.

Computed properties:
Highest occupied orbital energy (spin up / spin down)   -7.3 / -9.7 eV
2S+1   3
Relative energy (zero: lowest compared OMol25 entry of this formula, charge and spin)   0.0 kcal/mol
Kohn-Sham gap (spin up / spin down)   8.004 / 5.656 eV

Below is C31H29BeN2O2PS2Te as an isolated structure, with properties calculated with ωB97M-V/def2-TZVPD.

```
69
Properties=species:S:1:pos:R:3:forces:R:3:mulliken_charge:R:1
N -0.2656 -0.2388 1.8368 0.10 0.06 0.06 1.194
H 1.5561 0.5166 -3.8311 0.00 0.00 0.00 0.293
C 2.2820 2.4246 0.0219 0.01 0.01 0.01 -0.790
C 1.1080 1.5084 1.9574 0.03 -0.03 -0.02 0.423
H -3.2809 2.1471 2.4869 0.00 0.00 -0.01 0.438
S -2.5504 0.6431 0.1820 -0.12 0.03 -0.47 -0.676
C 2.9115 3.3174 0.8179 0.00 -0.01 -0.01 -0.845
H 2.4436 2.3908 -1.0467 0.00 0.00 0.00 0.458
H -5.5087 6.2668 -0.8829 0.00 0.00 0.00 0.388
H -4.8101 1.3800 -1.1185 -0.01 0.00 0.01 0.291
C 3.2905 4.3595 3.0300 -0.01 0.01 0.00 -0.931
H -1.0593 4.9588 4.8276 0.02 -0.01 0.00 0.416
C -2.0891 -2.6589 4.0040 0.01 0.02 0.01 -0.749
C -3.9321 3.2767 -0.6532 -0.08 -0.03 0.17 0.628
H -3.3211 5.3048 -0.2843 0.00 -0.01 0.01 0.358
C -2.5520 2.9455 2.5508 0.00 0.02 0.01 -0.394
C -4.1315 4.6547 -0.5928 0.01 0.01 -0.01 -0.524
C 2.1192 3.5269 4.9477 -0.01 -0.03 0.00 -0.702
C 3.0270 4.4299 4.3740 -0.01 0.02 -0.02 -0.604
H -1.3334 -2.4874 -4.1326 0.00 0.01 0.01 0.304
O 0.7115 0.7250 -0.2755 0.21 -0.19 -0.04 -0.028
Te -1.0243 0.0383 -3.2155 -0.03 0.04 -0.11 0.457
H 3.6181 4.0184 0.3879 -0.01 0.00 -0.01 0.391
H -1.0635 -0.8047 4.4507 0.00 0.01 -0.01 0.474
C 0.6443 1.0729 -4.0363 0.03 -0.06 0.01 -0.939
H 0.7878 1.8898 4.6303 -0.01 0.00 -0.02 0.452
C -5.3590 5.1960 -0.9339 -0.01 0.00 -0.01 -0.653
C -6.1974 2.9954 -1.4123 0.01 0.00 -0.01 -0.659
H -0.2149 -2.4906 -1.6851 -0.01 0.00 0.00 0.312
H -0.4248 -3.8096 -0.4929 0.01 0.00 0.00 0.425
C 1.3237 1.5087 0.5576 -0.11 0.15 -0.04 0.777
H -0.4292 4.7088 0.5945 -0.01 0.01 -0.01 0.371
C 1.7576 2.4820 2.8031 0.05 -0.01 0.00 0.766
H -3.0411 -4.4261 3.2614 0.01 0.00 0.00 0.409
C -0.6458 4.9580 2.7239 -0.04 0.02 0.00 -0.564
H -2.3454 -4.0684 0.9195 0.00 0.01 0.00 0.471
C -0.9484 4.3929 1.4912 0.04 -0.03 0.04 -0.131
N 0.3960 0.5303 2.5852 -0.10 0.00 0.00 -0.680
C 1.4950 2.5731 4.1821 0.08 -0.03 0.04 -0.878
C 2.6613 3.3917 2.2251 -0.04 0.00 0.01 1.095
H 0.6845 2.0439 -3.5521 -0.01 0.01 0.01 0.214
H 0.3690 -2.0158 -4.3289 -0.01 -0.01 0.00 0.364
C -1.9015 3.3847 1.3990 -0.01 0.09 0.00 -0.093
C -0.6627 -1.6869 -4.4431 0.00 0.01 0.00 -1.182
Be -0.5537 -0.0497 0.1535 -0.07 -0.03 0.51 -0.478
H 0.5042 1.1960 -5.1073 0.00 0.00 0.00 0.376
C -6.3953 4.3653 -1.3430 0.00 0.00 0.01 -0.422
C -1.3415 -1.5284 3.6971 0.02 -0.04 -0.01 -0.534
H 0.1071 5.7334 2.7904 0.02 -0.01 0.01 0.398
H 3.9850 5.0504 2.5664 0.00 0.01 0.01 0.403
C -2.0589 -3.3631 1.6865 0.06 -0.01 0.00 -0.767
H -2.4051 -2.8322 5.0237 0.00 0.00 0.00 0.407
C -0.9554 -1.3271 2.3863 -0.04 -0.04 -0.01 0.212
C -2.2527 3.5146 3.7782 0.04 0.01 0.01 -0.700
S -0.9660 3.1858 -1.5658 -0.08 0.00 -0.09 -0.525
H -7.0003 2.3459 -1.7364 0.00 0.00 0.00 0.385
H -2.7584 3.1668 4.6702 -0.01 0.00 0.00 0.424
O -0.8371 -1.8900 0.1419 0.05 0.06 -0.12 -0.141
C -4.9681 2.4491 -1.0655 0.01 0.01 -0.01 -0.389
H -0.8599 -1.4534 -5.4865 0.01 0.00 0.00 0.343
H -1.8530 -3.0407 -1.2571 0.00 -0.01 0.00 0.311
C -1.2975 4.5210 3.8663 -0.05 0.02 -0.03 -0.567
H -7.3563 4.7885 -1.6066 0.00 0.00 -0.01 0.372
C -2.4448 -3.5589 3.0114 -0.02 -0.02 -0.01 -0.620
C -0.8386 -2.8830 -0.8892 -0.08 0.02 0.00 -0.989
H 3.5111 5.1773 4.9887 0.00 0.00 0.00 0.411
P -2.2854 2.6394 -0.2228 0.13 -0.05 0.04 1.104
H 1.9015 3.5872 6.0068 0.01 0.00 0.00 0.431
C -1.3101 -2.2441 1.3957 0.00 0.01 0.07 0.406
```
Positions in Å, forces in eV/Å.

Computed properties:
Highest occupied orbital energy   -7.4 eV
2S+1   1
Kohn-Sham gap   6.578 eV

Below is a 2-piece molecular cluster, C5H8N overall, with properties calculated with ωB97M-V/def2-TZVPD.

```
14
Properties=species:S:1:pos:R:3:forces:R:3:mulliken_charge:R:1
C 0.5266 -0.4505 -0.6409 -1.26 -1.70 1.64 -0.045
H -0.3318 1.7508 -0.7255 1.03 -1.24 0.66 0.308
H -2.4734 1.5925 0.3322 -0.33 -2.52 -0.48 0.287
H 1.9657 0.7137 -1.4667 1.32 -0.98 0.78 0.266
H 0.1538 -1.5565 -0.4582 0.70 2.49 -0.41 0.312
H -2.6034 0.2518 -0.9349 -0.66 -0.39 -1.88 0.363
C 1.9159 0.2880 0.6918 -0.24 -2.19 -0.47 -0.032
C -2.3915 0.4561 0.0545 4.52 4.97 0.28 -0.731
C 2.0175 -0.1574 -0.7328 1.82 0.46 -2.21 -0.358
N 0.6098 0.3517 0.8771 -0.42 1.36 1.66 -0.166
C -0.2753 0.7193 -0.2712 -3.63 -1.67 -0.43 -0.223
H 2.6283 0.1101 1.5615 -0.94 0.70 -1.12 0.349
H -2.7081 -0.2235 0.7692 -0.01 -1.29 1.42 0.325
H 2.8083 -1.0026 -1.0056 -1.90 1.98 0.57 0.345
```
Positions in Å, forces in eV/Å.

Computed properties:
Highest occupied orbital energy   -14.3 eV
Net charge   +1
2S+1   1
Relative energy (zero: lowest compared OMol25 entry of this formula, charge and spin)   161.1 kcal/mol
Kohn-Sham gap   8.812 eV

Below is an isolated molecule of C6H7N3O2, with properties calculated with ωB97M-V/def2-TZVPD.

```
18
Properties=species:S:1:pos:R:3:forces:R:3:mulliken_charge:R:1
H -1.4892 2.5900 0.0242 0.64 0.01 -0.08 0.239
C 1.4714 1.1461 -0.0421 0.13 -0.31 0.48 -0.621
H 0.1443 3.3008 0.0093 -0.68 -1.08 0.07 0.199
C 0.0541 1.2461 -0.0304 1.90 -0.62 0.12 0.778
H -1.5922 -2.4589 0.2815 -0.53 0.00 -0.03 0.256
C 1.4029 -1.2584 -0.0143 -0.29 0.15 -0.28 -0.536
C -0.0136 -1.2422 -0.0683 1.75 -0.64 0.51 0.745
C 2.1381 -0.0790 -0.0040 -1.06 0.23 -0.57 -0.803
N -2.0671 0.0470 -0.0026 -0.24 0.75 -0.87 1.135
C -0.6391 -0.0024 -0.0404 -1.11 1.21 0.16 -0.075
H 1.9013 -2.2124 -0.0103 0.08 -0.21 -0.02 0.271
O -2.5947 1.1458 -0.1857 -0.42 -0.26 0.27 -0.726
H -0.1160 -3.2573 0.0192 -0.13 0.38 -0.06 0.218
O -2.7384 -0.9605 0.1181 -0.19 -0.26 0.37 -0.723
N -0.4793 2.4796 0.0439 -0.15 1.14 -0.03 -0.448
N -0.6859 -2.4306 -0.1276 0.82 -0.60 -0.05 -0.496
H 2.0758 2.0351 0.0912 -0.21 0.19 -0.28 0.238
H 3.2276 -0.0889 -0.0619 -0.32 -0.09 0.29 0.348
```
Positions in Å, forces in eV/Å.

Computed properties:
Highest occupied orbital energy   -7.9 eV
SMILES   Nc1cccc(N)c1[N+](=O)[O-]
2S+1   1
Relative energy (zero: lowest compared OMol25 entry of this formula, charge and spin)   48.0 kcal/mol
Kohn-Sham gap   7.843 eV